[1]
96
Properties=species:S:1:pos:R:3 method="wB97M-V/def2-TZVPD" orbital_gap_ha="0.334 / 0.327" mol_weight_g_mol=647.14 multiplicity=3 s_squared=2.01 e_homo_ev="-8.55 / -8.99" fmax_ev_per_a=3.09 lumo_ev="0.55 / -0.08" total_energy_ha=-4750.771568
O 0.2942 2.5920 2.4879
C 0.7996 2.4554 1.1609
C 0.0150 3.4877 0.2726
O -0.9465 2.8792 -0.5747
C -2.1505 2.6453 0.0897
O -2.1053 1.5773 1.0117
C -2.2294 0.3208 0.3829
C -3.1361 -0.6486 1.2530
Cl -2.2299 -2.2152 1.5000
O -3.4302 -0.0458 2.4754
C -4.7412 0.4992 2.5181
C -4.6530 1.9198 3.1663
N -5.9711 2.5767 3.0532
C -5.9814 3.6289 2.0335
C -5.8711 3.1383 0.5599
C -7.1517 2.3972 0.0799
Br -7.1265 2.0188 -1.8629
H 0.9876 2.4507 3.1283
H 0.5003 1.4613 0.7702
H 1.8886 2.6007 1.0788
H -0.3961 4.2824 0.9211
H 0.7772 3.9687 -0.3715
H -2.5063 3.5331 0.6532
H -2.9347 2.4197 -0.6610
H -2.5987 0.3638 -0.6578
H -1.2227 -0.1423 0.3483
H -4.0457 -0.9022 0.6875
H -5.4207 -0.1188 3.1416
H -5.2184 0.6059 1.5252
H -4.3802 1.7918 4.2296
H -3.8642 2.4905 2.6502
H -6.6629 1.8584 2.8730
H -5.1196 4.2894 2.2435
H -6.8939 4.2389 2.1571
H -5.0194 2.4458 0.4027
H -5.6565 4.0068 -0.0951
H -7.2109 1.4291 0.5981
H -8.0281 3.0344 0.2599
C 7.2247 5.3807 -0.9374
C 5.9467 5.0096 -0.1596
C 6.2379 5.0960 1.3454
C 7.1306 3.9546 1.8279
C 6.5311 2.6047 1.4524
C 6.1752 2.4782 -0.0366
N 5.4461 3.6645 -0.5574
O 4.2015 3.5715 -0.1541
C 7.4475 2.2441 -0.8764
C 5.3711 1.1800 -0.2302
C 4.9471 6.1067 -0.5583
H 7.4481 6.4414 -0.8069
H 8.1197 4.8672 -0.5953
H 7.1065 5.1980 -2.0067
H 5.3000 5.0755 1.9100
H 6.7123 6.0532 1.5743
H 8.1400 4.0521 1.4181
H 7.2414 4.0174 2.9136
H 7.2242 1.8078 1.7340
H 5.6306 2.4512 2.0569
H 7.2169 2.2684 -1.9432
H 7.8749 1.2638 -0.6596
H 8.2452 2.9568 -0.6815
H 4.4786 1.1431 0.3945
H 5.9793 0.3164 0.0419
H 5.0667 1.0579 -1.2716
H 4.7339 6.0609 -1.6287
H 5.3599 7.0932 -0.3438
H 4.0025 6.0358 -0.0195
C -2.4262 -5.8144 0.2879
C -1.1861 -5.9380 -0.6187
C -1.1194 -4.7107 -1.5385
C -2.1927 -4.7440 -2.6246
C -2.1167 -6.0423 -3.4200
C -2.1314 -7.3050 -2.5454
N -1.2053 -7.2136 -1.3870
O 0.0110 -7.4244 -1.8354
C -3.5604 -7.5951 -2.0430
C -1.8114 -8.5147 -3.4416
C -0.0098 -5.9097 0.3695
H -2.2887 -4.9988 0.9994
H -3.3428 -5.5649 -0.2411
H -2.5945 -6.7281 0.8609
H -0.1351 -4.6525 -2.0145
H -1.2274 -3.7995 -0.9451
H -3.1887 -4.6200 -2.1891
H -2.0523 -3.8933 -3.2969
H -2.9427 -6.0801 -4.1352
H -1.1988 -6.0231 -4.0175
H -3.5594 -8.4214 -1.3294
H -4.2075 -7.8845 -2.8729
H -4.0493 -6.7418 -1.5791
H -0.8619 -8.4075 -3.9657
H -2.5804 -8.6300 -4.2070
H -1.7802 -9.4378 -2.8592
H -0.0470 -6.7752 1.0350
H -0.0550 -5.0123 0.9883
H 0.9604 -5.9029 -0.1266

=====

[2]
54
Properties=species:S:1:pos:R:3 method="wB97M-V/def2-TZVPD" orbital_gap_ha=0.249 mol_weight_g_mol=436.95 e_homo_ev=-7.74 fmax_ev_per_a=0.18 lumo_ev=-0.97 total_energy_ha=-1718.593491 e_above_lowest_kcal_mol=7.2
Be 1.1196 -0.0891 -0.3104
N -0.2563 5.9911 7.3888
C -0.0723 5.2895 6.4978
C 0.1563 4.4128 5.3812
C 1.2672 4.6066 4.5643
C 1.4772 3.7669 3.4851
C 0.5906 2.7264 3.2194
C -0.5115 2.5330 4.0478
C -0.7352 3.3750 5.1226
C 0.8207 1.8224 2.0642
C 1.0784 0.4752 2.3296
C 1.2754 -0.1562 3.5820
C 1.6162 -1.4664 3.3206
C 1.6216 -1.5963 1.9176
N 1.2988 -0.4553 1.3231
C 0.8009 2.3711 0.7818
C 0.6180 3.7190 0.3794
C 0.7688 3.7496 -0.9897
C 1.0312 2.4203 -1.3861
N 1.0409 1.6012 -0.3455
H 1.9587 5.4096 4.7788
H 2.3397 3.9063 2.8470
H -1.1971 1.7221 3.8407
H -1.5952 3.2340 5.7625
H 1.1988 0.3214 4.5453
H 1.8507 -2.2409 4.0314
H 1.8613 -2.4721 1.3329
H 0.4084 4.5495 1.0338
H 0.7089 4.6066 -1.6393
H 1.2156 2.0409 -2.3809
Cl 2.3426 -0.8857 -1.6353
C -0.9691 -5.2932 -5.2784
C -1.0509 -4.1466 -4.3135
C -0.5392 -4.2549 -3.0302
C -0.5743 -3.1974 -2.1295
C -0.0060 -3.4156 -0.7590
C -1.1691 -1.9917 -2.5472
C -1.2374 -0.8260 -1.6875
O -0.5101 -0.5813 -0.7318
C -1.7362 -1.8751 -3.8380
C -2.3915 -0.6062 -4.3215
C -1.6501 -2.9491 -4.7007
H -0.5511 -6.1808 -4.8073
H -0.3373 -5.0304 -6.1287
H -1.9557 -5.5433 -5.6708
H -0.0944 -5.1915 -2.7153
H 0.0158 -4.4819 -0.5365
H -0.5738 -2.9050 0.0172
H 1.0130 -3.0279 -0.7277
H -2.0282 -0.0971 -1.9125
H -1.6989 0.2364 -4.3144
H -3.2548 -0.3314 -3.7129
H -2.7409 -0.7389 -5.3435
H -2.0588 -2.8594 -5.7007

=====

[3]
12
Properties=species:S:1:pos:R:3 method="wB97M-V/def2-TZVPD" orbital_gap_ha=0.318 mol_weight_g_mol=86.09 e_homo_ev=-8.31 fmax_ev_per_a=0.43 lumo_ev=0.35 total_energy_ha=-306.394354 e_above_lowest_kcal_mol=70.2
O 2.2972 -0.5468 -0.4543
C 0.9800 -0.6023 -0.3520
C -0.8783 -0.2077 0.9993
C -1.2901 0.2408 -0.3300
C 0.2170 0.5897 -0.3144
O 0.7128 1.7201 -0.1470
H 2.5452 0.4008 -0.4201
H 0.5630 -1.5845 -0.5327
H -0.9665 -1.2417 1.3134
H -0.8588 0.5431 1.7842
H -1.8713 1.1531 -0.4277
H -1.6028 -0.5461 -1.0185

=====

[4]
50
Properties=species:S:1:pos:R:3 method="wB97M-V/def2-TZVPD" orbital_gap_ha=0.396 mol_weight_g_mol=525.19 smiles="CCOC(=O)C(F)(F)F.CCOC(=O)C(F)(F)F.CCOC(=O)C(F)(F)F.ClCCCl" e_homo_ev=-10.25 fmax_ev_per_a=4.33 lumo_ev=0.53 total_energy_ha=-2815.479788 e_above_lowest_kcal_mol=34.1
C 1.5569 -6.5013 -4.7452
C 1.9664 -5.6846 -3.5346
O 1.0813 -4.5360 -3.5163
C 0.9753 -3.7146 -2.4788
O 1.7756 -3.6399 -1.5162
C -0.2069 -2.6996 -2.7004
F -0.9486 -2.6677 -1.5526
F 0.2121 -1.4547 -2.9544
F -0.9764 -3.1063 -3.6946
H 0.4793 -6.6411 -4.8302
H 2.0026 -7.4959 -4.7332
H 1.9019 -6.1372 -5.7129
H 3.0175 -5.4011 -3.5872
H 1.9252 -6.2589 -2.6091
C 3.7307 2.6375 0.8895
C 4.2678 4.0625 1.1099
O 3.2861 4.9600 1.5750
C 2.7464 5.8813 0.6970
O 3.0407 5.9679 -0.4911
C 1.5791 6.6823 1.4239
F 1.6083 7.9323 0.9091
F 0.4031 6.1458 1.0259
F 1.6063 6.6634 2.7435
H 2.9853 2.5864 0.0959
H 3.3730 2.0682 1.7474
H 4.5696 2.0309 0.5484
H 4.6846 4.3890 0.1571
H 5.0927 4.0661 1.8225
C -5.4812 -2.0657 4.7544
C -5.6857 -1.3873 3.3836
O -4.4387 -1.4339 2.6870
C -3.5704 -0.4236 2.7669
O -3.7633 0.6568 3.3710
C -2.2017 -0.7300 2.1536
F -1.3059 -0.5415 3.1158
F -1.9816 -1.9662 1.7314
F -1.9977 0.0377 1.0928
H -5.1881 -1.4387 5.5966
H -4.9469 -2.9901 4.5352
H -6.4864 -2.2690 5.1236
H -6.0141 -0.3485 3.3492
H -6.3934 -1.9203 2.7487
Cl -0.9243 3.7066 -1.4787
C -0.1534 2.2543 -0.8656
C 0.5551 1.6431 -2.0715
Cl 1.6360 2.7873 -2.9237
H -0.9573 1.6441 -0.4538
H 0.5200 2.5682 -0.0681
H -0.1842 1.2699 -2.7802
H 1.2271 0.8122 -1.8567

=====

[5]
74
Properties=species:S:1:pos:R:3 method="wB97M-V/def2-TZVPD" orbital_gap_ha="0.214 / 0.214" mol_weight_g_mol=797.92 e_homo_ev="-14.33 / -14.33" fmax_ev_per_a=1.19 lumo_ev="-8.52 / -8.52" total_charge=+2 total_energy_ha=-3959.292130 e_above_lowest_kcal_mol=2.5
Pt -0.5270 -0.0640 -0.2390
O -0.0960 -1.0957 2.0210
C 1.2171 -1.6973 2.1091
C 2.3284 -0.6662 2.2707
C 2.1767 0.5300 1.3225
C 2.3867 0.2038 -0.1311
C 3.6644 0.0093 -0.6337
C 3.8701 -0.1689 -1.9890
C 2.7782 -0.1523 -2.8438
C 1.5240 -0.0178 -2.2999
N 1.3325 0.1547 -0.9773
H -0.2746 -0.5915 2.8254
H 1.3276 -2.2460 1.1743
H 1.2275 -2.4180 2.9260
H 3.2767 -1.1818 2.1022
H 2.3549 -0.2888 3.2947
H 2.8726 1.3249 1.5922
H 1.1780 0.9503 1.4510
H 4.4997 0.0374 0.0534
H 4.8708 -0.3080 -2.3760
H 2.8873 -0.2750 -3.9115
H 0.6341 -0.0430 -2.9110
Cl 1.5769 -3.0707 -1.4298
C -0.1244 -3.1188 -1.1556
C -0.8027 -2.0241 -0.6371
C -2.1328 -2.1939 -0.3335
Cl -2.7928 -0.7186 0.3845
C -2.8700 -3.3392 -0.5282
Cl -4.5200 -3.3984 -0.1002
C -2.1867 -4.4229 -1.0879
Cl -3.0225 -5.8769 -1.3757
C -0.8189 -4.3137 -1.3896
Cl 0.0003 -5.6614 -2.0424
C 0.9930 3.6901 -2.1559
C -0.2372 4.3481 -1.5043
C 0.2185 4.8393 -0.1203
C -0.6850 5.5438 -2.3537
P -1.5900 3.0757 -1.2487
N -0.8364 1.7650 -0.5668
C -2.8291 3.6252 0.0533
C -4.0796 2.7379 -0.0012
C -3.2460 5.0866 -0.1554
C -2.2146 3.4399 1.4506
C -2.3966 2.5345 -2.8595
C -1.3207 2.3573 -3.9401
C -3.1079 1.1837 -2.7072
C -3.3932 3.6066 -3.3253
H 1.8347 4.3701 -2.0161
H 0.8845 3.5325 -3.2239
H 1.2522 2.7470 -1.6777
H 1.0858 5.4830 -0.2724
H 0.5320 4.0136 0.5221
H -0.5312 5.4315 0.3981
H 0.1329 6.2669 -2.3673
H -1.5586 6.0538 -1.9516
H -0.8841 5.2701 -3.3879
H -4.6711 2.8733 -0.9018
H -4.7105 3.0224 0.8423
H -3.8408 1.6818 0.1107
H -3.6596 5.2713 -1.1459
H -2.4385 5.7918 0.0254
H -4.0335 5.3064 0.5684
H -1.9152 2.4050 1.6232
H -2.9888 3.6849 2.1796
H -1.3648 4.0873 1.6462
H -0.5223 1.6850 -3.6267
H -0.8825 3.2983 -4.2605
H -1.8069 1.9138 -4.8101
H -2.4424 0.4076 -2.3283
H -3.4242 0.8753 -3.7050
H -3.9942 1.2232 -2.0813
H -2.9436 4.5927 -3.4258
H -4.2667 3.6853 -2.6843
H -3.7443 3.3080 -4.3154

=====

[6]
65
Properties=species:S:1:pos:R:3 method="wB97M-V/def2-TZVPD" orbital_gap_ha=0.169 mol_weight_g_mol=871.89 e_homo_ev=-0.41 fmax_ev_per_a=3.00 lumo_ev=4.19 total_charge=-2 total_energy_ha=-3081.458561 e_above_lowest_kcal_mol=0.0
Hf 9.5532 9.3577 8.0176
C 11.4002 9.1645 12.1388
C 11.1355 9.4321 10.6404
N 9.9514 8.9650 10.0836
N 9.3785 7.9348 10.8203
C 8.1850 7.6655 10.6231
N 7.5329 6.7328 11.5131
S 7.0460 8.4793 9.5015
C 11.7888 10.3845 9.9249
C 13.0384 10.9906 10.2923
C 13.4520 12.0562 9.5743
C 12.5507 12.6317 8.6015
C 11.4902 11.9010 8.1641
N 11.1872 10.7140 8.6748
H 10.5012 9.2427 12.7029
H 12.1116 9.9114 12.5917
H 11.7375 8.1849 12.3289
H 8.2116 6.3533 12.1578
H 7.0835 5.9820 10.9718
H 13.6500 10.6230 11.1100
H 14.5026 12.4573 9.6663
H 12.7301 13.5420 8.1204
H 10.8706 12.2175 7.3541
I 7.4837 10.8334 5.1897
C 7.5133 12.7212 6.1358
C 7.0164 13.8183 5.4873
C 6.8070 15.0731 6.1675
C 7.0004 15.1281 7.5201
C 7.5443 14.0487 8.2237
C 7.7391 14.1852 9.5936
C 8.2889 13.1278 10.2559
C 8.6263 11.9275 9.6574
C 8.4566 11.6756 8.2814
C 7.8411 12.7596 7.5326
H 6.8006 13.6206 4.4286
H 6.4745 15.9045 5.6394
H 6.8196 16.0483 8.0651
H 7.5142 15.1298 10.0704
H 8.6204 13.2852 11.3040
H 9.0037 11.1498 10.3240
O 12.8635 9.5592 5.3158
P 11.4531 8.8138 5.1309
O 11.1817 8.7196 3.7187
O 10.3922 9.4026 6.0735
O 11.8145 7.3407 5.7429
P 11.8027 6.9148 7.2628
O 13.0234 7.8798 7.7205
O 12.1069 5.4725 7.3808
O 10.5707 7.4382 7.9562
H 13.1529 9.5684 6.2365
H 12.7794 8.4022 8.4677
C 8.1678 6.8110 6.0115
C 7.4074 6.8715 7.3027
C 5.9100 6.8890 6.9523
C 7.8028 5.6702 8.1396
N 7.7889 8.1422 7.9808
H 7.6459 6.2133 5.2628
H 9.1603 6.3981 6.1021
H 8.2757 7.7783 5.5152
H 5.6049 5.8486 6.7119
H 5.7410 7.4961 6.0415
H 5.2670 7.1975 7.7704
H 7.8382 4.7761 7.4943
H 7.2352 5.3356 8.9874
H 8.8126 5.8216 8.5367